1.
Formula: H4S4
Source: the Open Molecules 2025 dataset
Level of theory: ωB97M-V/def2-TZVPD

Summary:
**Energy relative to the best compared isomer or geometry (same formula, charge and spin)**: 0.867 eV
**LUMO**: 0.0064 Ha
**SMILES**: SS.SS
**2S+1**: 1
**E_HOMO**: -9.5 eV

```
8
H4S4 | the Open Molecules 2025 dataset | ωB97M-V/def2-TZVPD
S 2.487 0.217 0.554
S 3.770 0.929 -0.738
H 1.739 1.160 1.313
H 3.187 1.251 -2.010
S -3.936 -0.776 -0.380
S -2.238 -0.328 0.577
H -4.682 -1.574 0.337
H -1.560 -1.507 0.156
```

2.
Formula: C12H26Cl3Ge2N2O3PPdSSe
Source: the Open Molecules 2025 dataset
Level of theory: ωB97M-V/def2-TZVPD

Summary:
**Energy relative to the best compared isomer or geometry (same formula, charge and spin)**: 1.705 eV
**LUMO (alpha / beta)**: -0.1538 / -0.2261 Ha
**Charge**: +1
**2S+1**: 2
**E_HOMO (alpha / beta)**: -12.2 / -12.2 eV

```
52
C12H26Cl3Ge2N2O3PPdSSe | the Open Molecules 2025 dataset | ωB97M-V/def2-TZVPD
Pd -1.048 -1.110 -0.098
C 1.583 1.104 -2.423
C 2.060 0.882 -1.007
O 1.150 1.426 -0.017
P -0.345 0.955 0.180
O -0.694 1.512 1.592
C 0.108 2.339 2.498
C -0.134 3.804 2.245
O -1.249 1.695 -0.881
C -1.325 3.148 -1.023
C -2.083 3.442 -2.290
H 2.329 0.715 -3.117
H 1.450 2.166 -2.629
H 0.640 0.589 -2.615
H 2.998 1.396 -0.816
H 2.195 -0.177 -0.789
H 1.153 2.063 2.370
H -0.230 2.039 3.486
H 0.268 4.118 1.281
H 0.367 4.383 3.021
H -1.200 4.029 2.288
H -0.309 3.542 -1.056
H -1.836 3.536 -0.142
H -1.567 3.030 -3.158
H -2.170 4.520 -2.420
H -3.088 3.022 -2.244
S -3.890 -0.060 0.549
C -3.922 1.533 1.104
N -3.912 2.615 1.498
Se -3.963 -1.208 2.482
C -2.700 -0.267 3.421
N -1.956 0.285 4.103
C 2.057 -2.653 -1.634
Ge 1.675 -3.011 0.268
C 0.820 -4.759 0.462
C 3.345 -2.931 1.272
C 0.531 -1.608 1.076
H 1.954 -3.569 -2.219
H 3.085 -2.307 -1.753
H 1.402 -1.891 -2.062
H -0.266 -4.687 0.501
H 1.091 -5.414 -0.367
H 1.155 -5.232 1.385
H 4.066 -3.643 0.870
H 3.178 -3.170 2.322
H 3.780 -1.932 1.211
H 1.156 -0.779 1.410
H 0.005 -1.983 1.961
Cl -2.050 -4.410 -3.844
Ge -1.315 -2.922 -2.522
Cl -1.967 -0.972 -3.162
Cl -2.382 -3.196 -0.569
```

3.
Formula: C17H18B3ClNO5P
Source: the Open Molecules 2025 dataset
Level of theory: ωB97M-V/def2-TZVPD

Summary:
**LUMO**: -0.0326 Ha
**SMILES**: CC[C@H](Cl)B1OBOB([PH2]=N)O1.O=C1c2ccccc2C(=O)c2ccccc21
**2S+1**: 1
**E_HOMO**: -8.7 eV

```
46
C17H18B3ClNO5P | the Open Molecules 2025 dataset | ωB97M-V/def2-TZVPD
C -5.081 -3.588 -2.771
C -3.905 -2.616 -3.370
C -2.665 -2.308 -2.342
Cl -1.350 -1.399 -3.349
B -1.917 -3.637 -1.729
O -2.355 -5.040 -1.862
B -2.605 -5.469 -0.443
O -1.665 -5.152 0.683
B -1.154 -3.780 0.478
P -1.090 -2.398 1.826
N -2.070 -1.156 1.355
O -0.679 -3.411 -0.902
H -5.244 -3.469 -1.602
H -6.112 -3.430 -3.337
H -4.797 -4.737 -2.927
H -4.424 -1.563 -3.586
H -3.491 -2.967 -4.429
H -2.928 -1.588 -1.451
H -3.596 -6.049 -0.115
H 0.235 -1.810 1.940
H -1.576 -2.958 3.069
H -2.784 -1.099 2.139
C 0.267 1.258 -1.546
C 0.398 2.526 -2.111
C 1.215 3.480 -1.502
C 1.893 3.169 -0.318
C 1.742 1.909 0.260
C 0.936 0.947 -0.362
C 2.413 1.587 1.536
O 2.284 0.479 2.042
C 3.235 2.621 2.196
C 3.830 2.348 3.435
C 4.619 3.316 4.060
C 4.824 4.552 3.448
C 4.228 4.828 2.217
C 3.424 3.864 1.594
C 2.769 4.179 0.310
O 2.944 5.267 -0.227
H -0.362 0.511 -2.026
H -0.134 2.772 -3.028
H 1.317 4.467 -1.952
H 0.824 -0.043 0.076
H 3.678 1.384 3.919
H 5.076 3.103 5.025
H 5.445 5.303 3.931
H 4.388 5.797 1.747
```

4.
Formula: C14H24BClI2NO3S
Source: the Open Molecules 2025 dataset
Level of theory: ωB97M-V/def2-TZVPD

Summary:
**LUMO**: 0.0886 Ha
**Charge**: -1
**2S+1**: 1
**E_HOMO**: -5.6 eV

```
47
C14H24BClI2NO3S | the Open Molecules 2025 dataset | ωB97M-V/def2-TZVPD
C -1.881 0.028 -2.554
C -2.370 -1.458 -2.366
C -2.574 -1.888 -0.875
O -1.718 -1.191 0.017
C -2.023 -1.534 1.394
B -0.996 -0.775 2.438
C 0.527 -0.947 1.820
C 1.624 -1.250 2.876
O 1.878 -0.602 3.817
Cl 2.658 -2.764 2.585
N -1.029 -1.436 3.875
C -2.083 -1.877 4.162
S -3.438 -2.760 4.407
C -1.481 0.792 2.643
I -0.748 1.692 4.520
C -1.213 1.703 1.385
C -0.124 2.826 1.600
I -3.061 2.591 0.596
H -0.898 0.016 -3.084
H -1.805 0.618 -1.618
H -2.595 0.550 -3.240
H -1.578 -2.126 -2.788
H -3.349 -1.583 -2.882
H -3.641 -1.793 -0.528
H -2.333 -2.986 -0.762
H -1.820 -2.639 1.488
H -3.098 -1.269 1.558
H 0.886 -0.093 1.200
H 0.511 -1.844 1.145
H -2.591 0.755 2.790
H -0.819 1.092 0.537
H 0.846 2.385 1.929
H 0.071 3.252 0.577
H -0.483 3.654 2.244
C 3.568 0.923 -1.416
C 4.046 0.991 -2.855
C 2.908 0.306 -3.594
O 1.715 0.567 -2.848
C 2.071 1.119 -1.574
H 4.028 1.666 -0.764
H 3.774 -0.068 -1.002
H 4.123 2.035 -3.172
H 5.011 0.512 -3.022
H 3.053 -0.779 -3.629
H 2.789 0.674 -4.616
H 1.809 2.183 -1.582
H 1.497 0.626 -0.788
```

5.
Formula: C3H11N4
Source: the Open Molecules 2025 dataset
Level of theory: ωB97M-V/def2-TZVPD

Summary:
**Energy relative to the best compared isomer or geometry (same formula, charge and spin)**: 5.027 eV
**LUMO (alpha / beta)**: -0.1637 / -0.1638 Ha
**Charge**: +1
**2S+1**: 1
**E_HOMO (alpha / beta)**: -13.1 / -13.1 eV

```
18
C3H11N4 | the Open Molecules 2025 dataset | ωB97M-V/def2-TZVPD
C -0.230 -1.645 0.290
C 0.902 1.423 -1.769
C -0.973 1.536 1.469
N -1.350 -2.279 0.729
N 1.134 0.154 -1.193
N -0.213 -0.375 0.108
N -1.133 0.577 0.333
H 0.684 -2.199 0.137
H 1.569 1.517 -2.638
H -0.171 1.493 -1.939
H 1.147 2.282 -1.136
H 0.077 1.381 1.714
H -1.169 2.508 1.265
H -1.620 1.185 2.253
H -1.348 -3.312 0.910
H 2.001 0.214 -0.602
H -1.873 0.834 -0.220
H -2.229 -1.802 1.070
```

6.
Formula: C11H17N6O6Pd
Source: the Open Molecules 2025 dataset
Level of theory: ωB97M-V/def2-TZVPD

Summary:
**Energy relative to the best compared isomer or geometry (same formula, charge and spin)**: 0.320 eV
**LUMO (alpha / beta)**: -0.1032 / -0.1794 Ha
**Charge**: +1
**2S+1**: 3
**E_HOMO (alpha / beta)**: -12.4 / -12.6 eV

```
41
C11H17N6O6Pd | the Open Molecules 2025 dataset | ωB97M-V/def2-TZVPD
Pd 0.958 1.099 -2.101
O 0.363 -4.801 -1.404
C 1.439 -4.521 -2.127
O 2.207 -5.361 -2.503
C 1.695 -3.083 -2.468
C 2.783 -2.705 -3.230
N 2.755 -1.370 -3.336
N 1.700 -0.845 -2.706
C 1.043 -1.874 -2.169
C -0.176 -1.537 -1.366
O -0.855 -2.435 -0.842
O -0.451 -0.303 -1.276
H -0.142 -3.991 -1.158
H 3.547 -3.313 -3.685
H 3.379 -0.777 -3.860
N 1.351 1.610 -0.005
C 0.096 2.330 0.321
C 0.055 2.909 1.722
C -0.086 1.864 2.830
C -1.525 1.463 3.163
N -2.338 0.982 2.035
C -2.192 -0.192 1.418
N -2.961 -0.514 0.381
N -1.274 -1.068 1.829
C -0.139 3.382 -0.788
O -0.626 4.454 -0.536
O 0.209 2.968 -1.981
H 1.475 0.780 0.564
H 2.161 2.211 0.121
H -0.693 1.588 0.189
H -0.762 3.633 1.758
H 0.961 3.499 1.880
H 0.333 2.260 3.757
H 0.517 0.979 2.600
H -2.056 2.330 3.553
H -1.547 0.718 3.962
H -3.066 1.588 1.695
H -3.511 0.203 -0.063
H -2.627 -1.259 -0.226
H -0.819 -0.964 2.719
H -1.177 -1.942 1.334
```

7.
Formula: C32H27Cl5N7NiO3S
Source: the Open Molecules 2025 dataset
Level of theory: ωB97M-V/def2-TZVPD

Summary:
**Energy relative to the best compared isomer or geometry (same formula, charge and spin)**: 35.197 eV
**LUMO (alpha / beta)**: 0.0683 / 0.0709 Ha
**Charge**: -1
**2S+1**: 1
**E_HOMO (alpha / beta)**: -4.3 / -4.3 eV

```
76
C32H27Cl5N7NiO3S | the Open Molecules 2025 dataset | ωB97M-V/def2-TZVPD
Ni 0.515 -1.022 0.333
C -1.386 2.044 5.163
C -0.299 2.580 4.308
N -0.025 3.827 4.105
N 1.016 3.781 3.200
C 1.383 2.559 2.811
S 1.327 1.669 0.813
N 0.540 1.778 3.566
N 0.430 0.406 3.407
H -1.983 2.866 5.549
H -0.977 1.471 5.997
H -2.016 1.376 4.571
H 1.377 4.642 2.837
H 1.015 -0.102 4.056
H -0.538 0.098 3.424
C 1.917 -3.525 3.657
C 3.290 -3.400 3.528
C 3.817 -2.672 2.466
C 2.963 -2.072 1.555
C 1.540 -2.115 1.722
C 1.053 -2.884 2.766
C 3.386 -1.368 0.309
C 4.406 -0.457 0.012
C 4.207 0.469 -1.017
C 3.004 0.539 -1.747
C 2.603 2.005 -2.431
C 1.340 2.607 -2.593
C 0.334 1.554 -2.521
C 0.634 -0.661 -1.726
C 2.203 -0.654 -1.591
N 2.426 -1.519 -0.577
H 1.503 -4.132 4.456
H 3.954 -3.887 4.232
H 4.891 -2.597 2.332
H -0.018 -2.990 2.892
H 5.277 -0.373 0.649
H 4.925 1.270 -1.150
H 3.481 2.614 -2.635
H 1.170 3.592 -3.002
H 0.145 1.459 -3.596
H -0.602 0.178 -2.389
C -1.984 3.474 -1.115
C -2.495 2.477 -2.154
C -2.708 1.062 -1.544
C -3.370 0.081 -2.584
C -2.521 -0.289 -3.813
C -3.868 1.314 -0.564
O -4.903 1.823 -0.958
N -3.706 0.966 0.722
C -2.605 0.222 1.191
O -2.647 -0.155 2.368
N -1.600 0.036 0.369
C -1.319 0.518 -0.965
O 0.680 0.978 -0.474
H -1.752 4.433 -1.581
H -1.074 3.128 -0.619
H -2.729 3.640 -0.334
H -1.814 2.438 -3.000
H -3.460 2.821 -2.531
H -4.305 0.544 -2.892
H -3.582 -0.836 -2.026
H -1.491 -0.328 -3.491
H -2.597 0.463 -4.599
H -2.784 -1.265 -4.215
H -4.479 1.092 1.358
Cl -1.130 -4.847 0.551
C -0.594 -3.971 -0.855
C -0.326 -2.626 -0.738
C 0.171 -2.037 -2.007
Cl 0.024 0.575 -1.498
C 0.441 -2.719 -3.160
Cl 1.204 -1.906 -4.485
C 0.081 -4.067 -3.212
Cl 0.314 -4.969 -4.666
C -0.440 -4.674 -2.071
Cl -0.859 -6.350 -2.152
```

8.
Formula: C39H60BGeN10O2S3Ta
Source: the Open Molecules 2025 dataset
Level of theory: ωB97M-V/def2-TZVPD

Summary:
**Energy relative to the best compared isomer or geometry (same formula, charge and spin)**: 2.810 eV
**LUMO**: -0.4585 Ha
**Charge**: +4
**2S+1**: 1
**E_HOMO**: -18.3 eV

```
117
C39H60BGeN10O2S3Ta | the Open Molecules 2025 dataset | ωB97M-V/def2-TZVPD
Ta -0.280 0.970 0.315
C -1.978 -4.005 -1.497
C -0.755 -4.564 -0.773
C -0.958 -6.059 -0.520
C 0.537 -4.406 -1.568
N -0.646 -3.848 0.526
C -1.094 -4.416 1.683
C -0.760 -3.599 2.708
N -0.109 -2.510 2.197
B 0.638 -1.606 3.223
N -0.279 -0.503 3.803
C -0.147 -0.085 5.096
C -1.241 0.651 5.417
N -2.059 0.690 4.326
C -1.448 -0.005 3.352
S -1.976 -0.287 1.726
C -3.367 1.388 4.389
C -4.193 1.140 3.135
C -3.068 2.881 4.538
C -4.127 0.847 5.600
N 1.978 -1.086 2.641
C 3.064 -1.912 2.640
C 4.163 -1.165 2.367
N 3.763 0.133 2.206
C 2.420 0.150 2.345
S 1.306 1.483 2.180
C 4.767 1.222 2.033
C 5.706 1.194 3.245
C 4.117 2.601 1.991
C 5.525 0.920 0.736
C -0.092 -2.661 0.854
S 0.539 -1.424 -0.236
H -2.138 -4.552 -2.421
H -1.873 -2.945 -1.721
H -2.859 -4.141 -0.876
H -0.771 -6.594 -1.446
H -1.976 -6.292 -0.222
H -0.263 -6.448 0.218
H 0.452 -4.968 -2.493
H 1.382 -4.810 -1.016
H 0.743 -3.374 -1.824
H -1.604 -5.356 1.709
H -0.913 -3.737 3.759
H 0.936 -2.301 4.131
H 0.693 -0.348 5.703
H -1.493 1.123 6.341
H -3.706 1.558 2.255
H -5.155 1.630 3.252
H -4.379 0.078 2.987
H -2.575 3.275 3.650
H -2.433 3.081 5.397
H -4.001 3.421 4.685
H -4.249 -0.231 5.535
H -5.116 1.295 5.624
H -3.638 1.088 6.539
H 2.983 -2.956 2.864
H 5.184 -1.473 2.287
H 5.153 1.354 4.169
H 6.434 1.997 3.152
H 6.251 0.259 3.324
H 3.571 2.801 2.910
H 3.455 2.743 1.139
H 4.905 3.347 1.918
H 6.186 0.065 0.849
H 6.137 1.775 0.468
H 4.847 0.708 -0.092
N 0.130 3.224 -1.304
C 1.554 3.588 -1.354
C 2.326 2.394 -1.904
N 2.179 1.246 -0.985
H -0.201 3.117 -2.264
H -0.384 4.007 -0.901
H 1.875 3.835 -0.340
H 1.725 4.466 -1.985
H 3.377 2.660 -2.049
H 1.914 2.117 -2.879
H 2.808 1.406 -0.196
H 2.509 0.405 -1.464
C -4.886 1.503 -1.643
C -3.486 1.482 -1.149
N -2.576 0.608 -1.395
O -2.752 -0.490 -2.172
C -3.007 2.519 -0.202
C -3.782 3.721 0.192
N -1.856 2.210 0.269
O -1.116 2.735 1.177
H -5.211 0.527 -1.996
H -5.002 2.211 -2.466
H -5.570 1.816 -0.856
H -3.653 -0.551 -2.553
H -4.078 4.286 -0.690
H -3.175 4.347 0.845
H -4.696 3.455 0.721
Ge 0.004 -0.749 -3.187
C 1.990 -0.762 -3.467
C 2.468 0.009 -4.525
C 3.738 -0.227 -5.026
C 4.535 -1.218 -4.476
C 4.069 -1.966 -3.404
C 2.807 -1.731 -2.888
C -1.185 0.225 -4.481
C -1.624 -0.675 -5.445
C -2.355 -0.220 -6.531
C -2.683 1.123 -6.629
C -2.280 2.010 -5.643
C -1.532 1.563 -4.564
H -0.498 -2.200 -3.232
H 1.844 0.764 -4.987
H 4.096 0.353 -5.862
H 5.515 -1.413 -4.884
H 4.679 -2.748 -2.981
H 2.465 -2.316 -2.048
H -1.392 -1.731 -5.362
H -2.677 -0.919 -7.289
H -3.269 1.473 -7.466
H -2.548 3.053 -5.720
H -1.247 2.263 -3.788
```

9.
Formula: C11H10BrCeN
Source: the Open Molecules 2025 dataset
Level of theory: ωB97M-V/def2-TZVPD

Summary:
**LUMO (alpha / beta)**: -0.0945 / -0.0976 Ha
**2S+1**: 1
**E_HOMO (alpha / beta)**: -5.6 / -5.4 eV

```
24
C11H10BrCeN | the Open Molecules 2025 dataset | ωB97M-V/def2-TZVPD
C -0.328 2.162 0.711
C -0.563 1.243 1.836
C 0.716 0.575 2.134
H -1.464 1.074 2.308
C 1.725 1.035 1.169
C 1.087 2.003 0.279
H 1.520 2.464 -0.541
H -1.036 2.758 0.250
H 0.862 -0.154 2.877
H 2.693 0.674 1.091
Ce 0.029 -0.065 -0.071
Br -1.630 0.304 -1.701
C -1.440 0.694 -5.448
C -0.441 1.712 -5.509
C -1.025 2.932 -5.051
H 0.569 1.584 -5.841
C -2.386 2.668 -4.707
C -2.643 1.284 -4.952
H -3.573 0.780 -4.795
H -1.312 -0.331 -5.726
H -0.530 3.879 -4.979
H -3.091 3.382 -4.333
N 0.736 -1.958 2.460
C 0.470 -1.321 1.587
```

10.
Formula: C4H10O
Source: the Open Molecules 2025 dataset
Level of theory: ωB97M-V/def2-TZVPD

Summary:
**Energy relative to the best compared isomer or geometry (same formula, charge and spin)**: 2.253 eV
**LUMO**: 0.0358 Ha
**SMILES**: C=CCC.O
**2S+1**: 1
**E_HOMO**: -9.6 eV

```
15
C4H10O | the Open Molecules 2025 dataset | ωB97M-V/def2-TZVPD
C 0.881 0.589 1.414
C 0.139 0.963 0.378
C -1.058 -0.151 -1.600
C -1.163 0.245 -0.076
H 1.722 1.223 1.719
H 0.721 -0.344 1.966
H 0.396 1.910 -0.115
H -0.051 -0.376 -1.989
H -1.444 0.742 -2.118
H -1.721 -1.003 -1.826
H -1.327 -0.690 0.493
H -2.069 0.871 0.037
O 2.060 -1.323 0.570
H 1.460 -1.861 0.005
H 1.456 -0.796 1.141
```

11.
Formula: C11H26NO7P2S
Source: the Open Molecules 2025 dataset
Level of theory: ωB97M-V/def2-TZVPD

Summary:
**LUMO**: 0.0776 Ha
**Charge**: -1
**2S+1**: 1
**E_HOMO**: -4.2 eV

```
48
C11H26NO7P2S | the Open Molecules 2025 dataset | ωB97M-V/def2-TZVPD
C -1.749 1.309 3.373
C -0.977 0.290 2.543
C -1.924 -0.690 1.863
C -1.203 -1.728 1.003
C -1.102 -1.294 -0.469
C 0.256 -1.577 -1.103
O 0.469 -0.772 -2.265
C 1.138 0.447 -2.152
S 0.391 1.696 -1.044
C 2.598 0.398 -1.645
O 3.159 -0.883 -1.843
C 4.124 -1.263 -0.888
P 3.531 1.794 -2.526
N 4.879 2.049 -1.495
O 4.191 0.876 -3.711
P 0.295 -3.400 -1.633
O 1.575 -4.016 -0.822
O 1.083 -3.319 -3.085
H -2.696 1.483 2.869
H -1.213 2.251 3.473
H -1.953 0.935 4.376
H -0.385 0.813 1.788
H -0.269 -0.284 3.150
H -2.630 -0.120 1.256
H -2.533 -1.170 2.629
H -1.709 -2.691 1.074
H -0.194 -1.891 1.397
H -1.320 -0.236 -0.554
H -1.871 -1.816 -1.044
H 1.056 -1.428 -0.373
H 1.104 0.853 -3.161
H -0.658 1.987 -1.823
H 2.623 0.650 -0.576
H 5.105 -0.812 -1.076
H 4.247 -2.340 -0.951
H 3.802 -1.003 0.125
H 4.720 2.786 -0.818
H 5.256 1.244 -1.014
H 4.803 0.185 -3.416
H 2.395 -3.877 -1.319
H 0.606 -2.771 -3.732
C -6.040 2.891 2.166
C -4.965 1.901 1.656
O -5.037 0.723 2.074
O -4.104 2.386 0.883
H -6.742 2.400 2.839
H -5.550 3.719 2.683
H -6.579 3.314 1.315
```